The following is a quantum chemistry calculation of the molecule C4H9FN2O4S2 at a distorted geometry, from OMol25.

The geometry in XYZ format:
```
22
Properties=species:S:1:pos:R:3
C -0.8337 -1.5789 1.8338
C -1.1250 -0.4231 0.6833
C -2.1231 -0.7967 -0.5641
N -0.5039 0.7941 0.8117
N 0.1659 1.1460 -0.3830
S 1.7560 0.4485 -0.2000
C 1.7234 -1.2516 -1.0712
O 2.9040 1.2413 -0.8706
O 2.0668 0.1612 1.3113
S 0.1783 2.8916 -0.3626
O 0.4944 3.4187 1.0878
O 1.0336 3.5594 -1.4643
F -1.4684 3.3897 -0.6768
H -1.2474 -2.5846 1.4005
H 0.3008 -1.7059 2.0912
H -1.3781 -1.3137 2.8580
H -2.0794 -1.9691 -0.6931
H -3.2043 -0.3902 -0.3314
H -1.7841 -0.3021 -1.5939
H 0.9852 -1.0974 -1.9889
H 2.7730 -1.5213 -1.5176
H 1.3659 -2.1158 -0.3601
```

- SMILES string = CC(C)=NN(S(C)(=O)=O)S(=O)(=O)F
- net charge = 0
- M (g/mol) = 232.258
- calculated total energy (a.u.) = -1464.2067